Formula: C16H20N6O5PRu
Source: the OMol25 dataset
Level of theory: ωB97M-V/def2-TZVPD

Each line ends with the Löwdin spin population.
Cartesian coordinates (Å):
1 Ru -0.68 -0.44 1.08  2.628
2 O -1.01 -3.31 3.99  0.001
3 C -0.23 -2.47 3.23  0.004
4 O -0.29 -2.38 1.99  0.022
5 C 0.70 -1.77 4.17  0.003
6 O 1.64 -0.91 3.56  0.008
7 C 1.39 0.52 3.83  0.004
8 C -0.02 1.07 3.65  0.013
9 O -0.38 2.14 4.23  0.033
10 O -1.03 0.33 2.93  0.238
11 H -1.25 -4.02 3.34  0.000
12 H 1.21 -2.48 4.82  0.000
13 H 0.01 -1.19 4.84  0.001
14 H 2.13 1.01 3.17  0.001
15 H 1.73 0.74 4.86  0.000
16 C -1.30 -1.91 -4.23  0.003
17 N -1.23 -1.98 -2.76  0.032
18 C -1.64 -3.07 -2.06  0.010
19 C -1.50 -2.85 -0.73  0.028
20 N -0.96 -1.51 -0.61  0.051
21 C -0.79 -1.00 -1.86  0.022
22 P -0.06 0.62 -2.19  -0.009
23 C 1.38 0.39 -1.08  0.088
24 N 1.26 -0.10 0.19  0.119
25 C 2.59 -0.14 0.72  0.245
26 C 3.45 0.33 -0.26  0.149
27 N 2.72 0.69 -1.37  0.075
28 C 3.27 1.18 -2.65  0.007
29 C -1.07 1.53 -1.05  0.066
30 N -1.21 1.26 0.27  0.080
31 C -1.95 2.31 0.88  -0.003
32 C -2.25 3.23 -0.09  0.062
33 N -1.71 2.77 -1.32  -0.006
34 C -1.93 3.44 -2.63  -0.001
35 H -2.26 -2.37 -4.62  0.001
36 H -0.48 -2.48 -4.66  0.002
37 H -1.27 -0.89 -4.58  0.000
38 H -2.03 -3.94 -2.59  0.000
39 H -1.69 -3.50 0.11  0.001
40 H 2.84 -0.53 1.70  0.008
41 H 4.52 0.41 -0.20  0.005
42 H 4.30 1.53 -2.55  0.001
43 H 2.67 2.04 -3.01  0.002
44 H 3.25 0.41 -3.43  0.004
45 H -2.11 2.34 1.95  -0.001
46 H -2.83 4.15 -0.02  0.003
47 H -2.22 4.48 -2.50  0.000
48 H -2.67 2.91 -3.24  -0.001
49 H -1.00 3.41 -3.20  0.000

As for the HOMO-LUMO gap (spin up / spin down): 8.6 / 4.0 eV. The calculation puts the LUMO energy (spin up / spin down) at -10.24 / -14.32 eV. As for the spin multiplicity: 5. The calculation puts the electronic energy at -1761.560368 a.u. For the highest occupied orbital energy (spin up / spin down), the calculation gives -18.84 / -18.34 eV. The charge is +3. The max |F| is 5.985 eV/A.

***

Formula: C3H5N2
Source: the OMol25 dataset
Level of theory: ωB97M-V/def2-TZVPD

Each line ends with the Löwdin charge.
Cartesian coordinates (Å):
1 C -0.31 -0.74 0.33  -0.133
2 C -1.48 -0.17 -0.22  0.112
3 C 0.93 0.62 0.07  -0.081
4 N -0.45 0.59 0.50  0.099
5 N 0.98 -0.89 -0.05  0.202
6 H -1.56 -0.18 -1.26  0.123
7 H -2.27 -0.04 0.48  0.138
8 H 1.04 1.23 -0.88  0.172
9 H 1.55 1.28 0.77  0.175
10 H 1.56 -1.69 0.26  0.192

As for the HOMO-LUMO gap: 10.5 eV. The calculation puts the LUMO energy at -6.11 eV. For the energy relative to the best compared isomer or geometry (same formula, charge and spin), the calculation gives 582.2 kJ/mol. The calculation puts the electronic energy at -226.370612 a.u. For the highest occupied orbital energy, the calculation gives -16.61 eV. The charge is +1. The max |F| is 4.184 eV/A.

***

Formula: C23H28ClIN3OPtS
Source: the OMol25 dataset
Level of theory: ωB97M-V/def2-TZVPD

Each line ends with the Löwdin charge.
Cartesian coordinates (Å):
1 Pt -0.45 0.34 -0.12  1.009
2 C -0.20 4.76 0.30  -0.002
3 C -0.97 3.55 -0.11  -0.221
4 C -0.54 2.77 -1.19  -0.023
5 C -1.35 1.72 -1.69  -0.410
6 C -1.31 1.39 -3.15  -0.043
7 C -2.38 1.24 -0.82  -0.179
8 C -2.89 2.09 0.23  -0.251
9 C -4.17 1.73 0.91  0.000
10 C -2.20 3.24 0.51  -0.024
11 H -0.63 5.64 -0.19  0.120
12 H 0.85 4.70 0.00  0.096
13 H -0.26 4.93 1.37  0.093
14 H 0.32 3.08 -1.77  0.142
15 H -1.86 2.18 -3.65  0.125
16 H -1.79 0.44 -3.39  0.069
17 H -0.29 1.41 -3.54  0.083
18 H -3.04 0.46 -1.18  0.119
19 H -5.00 2.18 0.38  0.119
20 H -4.21 2.10 1.94  0.094
21 H -4.33 0.65 0.92  0.099
22 H -2.60 3.93 1.25  0.148
23 Cl 3.10 0.06 5.93  1.002
24 C 2.55 -0.11 4.37  -0.512
25 C 3.28 -0.94 3.49  -0.127
26 C 2.87 -1.14 2.21  -0.598
27 I 3.94 -2.34 0.97  1.264
28 C 1.64 -0.48 1.73  -0.323
29 O 1.18 -0.69 0.60  -0.126
30 C 0.94 0.43 2.62  -0.141
31 N -0.14 1.03 2.10  0.074
32 C -0.86 1.80 2.92  -0.029
33 C -0.54 2.01 4.26  0.049
34 C 0.59 1.41 4.78  0.061
35 C 1.35 0.60 3.95  -0.134
36 H 4.17 -1.42 3.87  0.122
37 H -1.73 2.28 2.49  0.097
38 H -1.17 2.64 4.86  0.143
39 H 0.87 1.57 5.82  0.128
40 C 0.54 -4.83 -2.59  0.001
41 N 0.12 -3.77 -1.65  -0.174
42 C -0.81 -4.24 -0.61  -0.047
43 C 0.35 -2.48 -1.88  -0.610
44 S -0.99 -1.39 -1.50  0.818
45 N 1.43 -2.06 -2.52  -0.160
46 C 1.52 -0.76 -3.17  -0.031
47 C 2.67 -2.85 -2.60  -0.045
48 H -0.30 -5.50 -2.72  0.113
49 H 1.38 -5.40 -2.20  0.106
50 H 0.80 -4.40 -3.55  0.102
51 H -0.41 -5.18 -0.22  0.108
52 H -1.80 -4.42 -1.02  0.108
53 H -0.87 -3.52 0.19  0.067
54 H 0.54 -0.44 -3.51  0.051
55 H 2.17 -0.85 -4.04  0.115
56 H 1.95 -0.01 -2.50  0.100
57 H 2.66 -3.63 -1.85  0.066
58 H 3.51 -2.18 -2.42  0.088
59 H 2.79 -3.30 -3.59  0.113

As for the HOMO-LUMO gap (spin up / spin down): 4.7 / 3.7 eV. The calculation puts the LUMO energy (spin up / spin down) at -12.32 / -12.77 eV. For the energy relative to the best compared isomer or geometry (same formula, charge and spin), the calculation gives 33.9 kJ/mol. The calculation puts the electronic energy at -2407.106802 a.u. For the highest occupied orbital energy (spin up / spin down), the calculation gives -16.99 / -16.50 eV. The charge is +3. The max |F| is 0.484 eV/A.

***

Formula: C6H10N2O2
Source: the OMol25 dataset
Level of theory: ωB97M-V/def2-TZVPD

Each line ends with the Löwdin charge.
Cartesian coordinates (Å):
1 C -1.85 1.40 1.66  0.013
2 C -0.95 0.42 1.04  -0.439
3 O -0.81 -0.72 1.55  -0.013
4 N -0.13 0.77 0.02  -0.007
5 N -0.12 1.89 -0.68  0.123
6 C 0.64 1.71 -1.68  -0.165
7 O 1.12 0.47 -1.81  0.034
8 C 0.69 -0.30 -0.70  -0.418
9 C 1.75 -1.08 0.12  0.007
10 C -0.26 -1.48 -1.12  -0.017
11 H -2.70 1.50 0.96  0.107
12 H -1.45 2.31 1.85  0.043
13 H -2.25 1.05 2.61  0.092
14 H 0.86 2.33 -2.53  0.135
15 H 1.12 -1.39 0.96  0.073
16 H 2.58 -0.37 0.24  0.101
17 H 1.97 -2.06 -0.33  0.081
18 H -1.04 -1.28 -1.89  0.095
19 H -0.79 -1.75 -0.17  0.074
20 H 0.30 -2.40 -1.37  0.080

As for the HOMO-LUMO gap: 9.4 eV. The calculation puts the LUMO energy at 0.92 eV. For the energy relative to the best compared isomer or geometry (same formula, charge and spin), the calculation gives 215.7 kJ/mol. The structure (SMILES) is CC(=O)N1N=COC1(C)C. The calculation puts the electronic energy at -494.561557 a.u. For the highest occupied orbital energy, the calculation gives -8.52 eV. The max |F| is 3.442 eV/A.

***

Formula: C2H3Cl2N
Source: the OMol25 dataset
Level of theory: ωB97M-V/def2-TZVPD

Each line ends with the Löwdin spin population.
Cartesian coordinates (Å):
1 C -0.65 0.05 -0.43  0.726
2 C 0.74 0.06 0.05  0.059
3 N -0.31 0.10 0.94  0.355
4 Cl 1.73 1.53 -0.20  0.032
5 Cl 1.65 -1.43 -0.17  0.045
6 H -1.39 0.66 -0.99  0.066
7 H -1.25 -1.38 -1.07  0.701
8 H -0.53 0.41 1.87  0.015

As for the HOMO-LUMO gap (spin up / spin down): 6.6 / 8.9 eV. The calculation puts the LUMO energy (spin up / spin down) at 0.75 / -2.11 eV. For the energy relative to the best compared isomer or geometry (same formula, charge and spin), the calculation gives 285.4 kJ/mol. As for the spin multiplicity: 3. The calculation puts the electronic energy at -1052.862828 a.u. For the highest occupied orbital energy (spin up / spin down), the calculation gives -5.80 / -10.98 eV. The max |F| is 3.890 eV/A.

***

Q: Number 5 is which compound?
A: C2H3Cl2N

***

Q: Which formula does entry 5 have?
A: C2H3Cl2N